Here is C43H38BrN5O2PbSSb as an isolated structure at a distorted geometry from OMol25. Energies are from the ωB97M-V functional and the def2-TZVPD basis.

Computed properties:
Net charge ... +1
Calculated total energy ... -5490.723889 Eh
HOMO energy ... -10.08 eV

Last column: Löwdin charge in e.
Cartesian coordinates (Å):
Pb: -1.338 -1.829 1.378  1.173
O: 2.261 -1.696 -3.236  0.054
C: 2.975 -1.237 -2.239  -0.271
C: 4.290 -0.837 -2.513  -0.019
C: 5.028 -0.277 -1.543  -0.101
C: 4.607 -0.134 -0.233  -0.116
C: 3.331 -0.493 0.112  -0.073
C: 2.496 -1.051 -0.876  -0.055
C: 1.074 -1.450 -0.560  -0.439
O: 0.601 -1.172 0.584  -0.264
N: 0.505 -2.178 -1.525  0.040
N: -0.756 -2.457 -1.141  -0.047
C: -1.516 -3.086 -1.976  -0.057
C: -2.919 -3.210 -1.631  -0.316
C: -3.860 -3.342 -2.664  -0.024
C: -5.198 -3.305 -2.311  -0.058
C: -5.593 -3.191 -0.981  -0.037
C: -4.583 -3.026 -0.003  -0.091
N: -3.298 -3.027 -0.405  0.014
H: 1.378 -1.978 -2.842  0.056
H: 4.671 -1.001 -3.550  0.140
H: 6.004 0.135 -1.756  0.113
H: 5.290 0.398 0.415  0.111
H: 2.908 -0.130 1.050  0.114
H: -1.191 -3.248 -3.023  0.139
H: -3.463 -3.586 -3.648  0.117
H: -5.950 -3.477 -3.083  0.118
H: -6.649 -3.325 -0.707  0.114
H: -4.755 -2.897 1.073  0.114
C: 1.536 2.309 5.082  -0.029
C: 0.406 1.375 4.994  -0.245
C: -0.623 1.211 5.927  0.004
C: -1.590 0.176 5.847  -0.098
C: -1.551 -0.598 4.707  -0.758
Br: -2.811 -2.025 4.670  0.720
N: -0.622 -0.510 3.752  -0.039
C: 0.253 0.482 3.926  -0.107
H: 1.117 3.310 4.827  0.114
H: 2.237 2.082 4.320  0.061
H: 2.052 2.218 6.017  0.089
H: -0.731 1.971 6.690  0.122
H: -2.344 0.119 6.670  0.125
H: 1.005 0.473 3.139  0.112
S: -2.169 0.918 1.008  -0.019
Sb: -1.464 1.807 -1.025  1.331
C: -2.292 3.765 -1.201  -0.324
C: -3.142 4.312 -0.235  -0.123
C: -3.457 5.668 -0.256  -0.062
C: -2.892 6.519 -1.217  -0.054
C: -2.101 5.959 -2.225  -0.085
C: -1.767 4.625 -2.169  -0.135
C: -1.813 0.596 -2.669  -0.343
C: -3.132 0.199 -3.003  -0.096
C: -3.322 -0.601 -4.129  -0.102
C: -2.270 -1.095 -4.893  -0.081
C: -0.972 -0.629 -4.635  -0.047
C: -0.768 0.152 -3.489  -0.127
C: 0.581 2.173 -1.071  -0.353
C: 1.283 2.516 -2.217  -0.143
C: 2.625 2.824 -2.134  -0.035
C: 3.288 2.805 -0.863  -0.061
C: 2.599 2.390 0.205  -0.121
C: 1.237 2.067 0.164  -0.113
H: -3.431 3.643 0.528  0.057
H: -4.101 5.982 0.554  0.107
H: -2.940 7.608 -1.295  0.113
H: -1.624 6.568 -2.995  0.115
H: -1.012 4.315 -2.887  0.094
H: -4.000 0.560 -2.525  0.094
H: -4.315 -0.804 -4.571  0.124
H: -2.501 -1.651 -5.767  0.100
H: -0.114 -0.935 -5.251  0.122
H: 0.200 0.524 -3.286  0.059
H: 0.803 2.603 -3.209  0.112
H: 3.135 3.009 -3.062  0.107
H: 4.383 2.897 -0.800  0.124
H: 3.106 2.230 1.155  0.114
H: 0.680 1.728 1.016  0.052
N: 0.486 -3.643 1.985  0.010
C: 1.806 -3.282 2.346  -0.320
C: 2.018 -2.843 3.638  -0.035
C: 3.282 -2.270 3.940  -0.086
C: 4.308 -2.263 3.015  -0.091
C: 4.105 -2.917 1.759  -0.067
C: 2.819 -3.358 1.367  -0.021
H: 0.435 -3.990 1.059  0.065
H: 0.111 -4.281 2.618  0.079
H: 1.292 -2.813 4.455  0.114
H: 3.407 -1.735 4.871  0.099
H: 5.286 -1.793 3.203  0.110
H: 5.005 -2.986 1.143  0.111
H: 2.633 -3.560 0.317  0.116

Force components x, y, z for each atom (eV/Å):
-0.78 0.00 -0.10
-0.81 -0.45 -0.59
0.74 0.79 2.17
-0.79 -0.90 -2.11
1.60 0.60 0.85
0.13 0.43 0.11
-0.56 0.52 -0.68
-0.86 -0.30 -1.01
2.59 0.04 -0.58
0.40 0.57 -0.25
-0.55 0.68 1.13
-1.27 -1.35 -0.73
1.17 1.27 0.05
-1.19 -0.03 -1.82
0.52 -0.57 0.57
-0.30 -0.62 -0.56
0.28 -0.03 1.03
0.10 -0.23 -1.74
-0.44 0.37 2.89
0.29 -0.07 -0.18
-0.37 0.33 1.00
0.22 -0.21 -0.28
-0.22 -0.11 0.41
0.05 -0.81 -0.05
-0.09 -0.21 0.71
-0.54 0.31 0.00
0.15 0.16 0.26
0.57 0.37 -0.09
-0.10 -0.10 -0.54
-1.04 1.09 -0.57
-2.10 -2.36 -0.28
-0.39 0.18 0.06
0.45 1.83 0.52
0.23 -0.72 0.59
0.02 -0.10 -0.36
-1.18 0.65 1.10
1.71 -0.38 -0.87
0.71 -0.28 0.72
0.75 -0.23 -0.82
0.03 0.47 0.60
0.12 -0.27 0.47
0.67 -0.26 -1.17
0.05 0.26 -0.05
0.14 0.38 -0.75
-0.43 0.37 0.93
0.23 0.62 -0.16
0.95 -0.14 -1.33
0.21 0.09 0.17
0.19 -0.27 -0.69
0.15 0.24 0.61
0.38 -0.69 -0.49
-1.20 -1.11 -1.09
1.37 -0.23 -1.16
-0.62 -0.19 -0.60
0.90 1.65 0.56
-0.27 -0.75 0.66
-0.72 0.25 -0.38
0.17 -0.36 1.27
0.00 0.59 -0.82
0.50 -0.09 1.19
0.83 -0.16 -3.22
-1.33 -0.66 2.61
0.15 0.60 -1.63
-0.80 -0.31 0.96
0.04 0.54 -0.13
-0.70 -0.34 0.65
-0.29 -0.01 0.31
-0.20 -0.38 0.00
-0.71 0.44 0.83
0.38 0.10 0.93
0.00 -0.58 -0.63
-0.46 0.24 0.32
1.05 0.01 0.18
0.20 -0.19 0.70
0.40 0.26 -0.02
-0.67 0.32 -0.12
0.04 0.24 -0.12
0.00 -0.10 0.45
0.25 1.24 -0.38
0.01 -0.30 -0.65
1.83 1.00 0.60
-0.68 0.05 -0.41
-0.02 -1.02 -1.16
-0.26 0.55 0.91
1.47 1.09 1.51
0.09 -0.74 -0.93
-0.88 -1.33 1.14
-0.23 -0.17 -0.69
0.03 -0.22 0.25
-0.62 -0.36 0.08
-0.66 0.00 -0.32
-0.15 -0.50 0.25

Here is C43H38CoN4O3Si as an isolated structure from OMol25. Energies are from the ωB97M-V functional and the def2-TZVPD basis.

Computed properties:
Net charge ... 0
Spin multiplicity ... 2
Calculated total energy ... -3778.515692 Eh
⟨S²⟩ ... 0.790
HOMO energy (spin up / spin down) ... -7.54 / -7.38 eV

Last column: Mulliken spin population.
Cartesian coordinates (Å):
Co: -0.830 -0.266 0.462  1.113
C: -3.102 -1.938 -0.218  0.004
N: -2.871 -0.748 0.608  -0.030
C: -3.103 -1.057 2.029  0.011
C: -2.198 -0.264 2.931  0.029
C: -2.545 -0.002 4.246  -0.001
C: -1.680 0.731 5.037  -0.001
C: -0.502 1.198 4.479  -0.004
C: -0.223 0.893 3.162  0.007
N: -1.041 0.155 2.399  -0.044
C: -3.718 0.367 0.117  0.010
C: -3.459 1.646 0.871  -0.002
C: -2.420 2.488 0.488  0.092
C: -2.160 3.605 1.266  0.027
C: -2.955 3.846 2.376  -0.002
C: -3.982 2.960 2.659  0.005
N: -4.237 1.875 1.930  -0.002
C: -2.005 -2.956 -0.034  0.011
C: -2.194 -4.279 -0.409  -0.001
C: -1.138 -5.165 -0.289  -0.001
C: 0.067 -4.704 0.215  -0.001
C: 0.165 -3.372 0.578  -0.003
N: -0.847 -2.511 0.457  0.030
H: -3.092 -1.621 -1.261  -0.003
H: -4.081 -2.386 -0.002  0.000
H: -2.880 -2.115 2.183  0.001
H: -4.148 -0.887 2.308  -0.002
H: -3.496 -0.351 4.625  0.000
H: -1.931 0.952 6.067  0.000
H: 0.199 1.796 5.045  0.000
H: 0.682 1.249 2.693  -0.020
H: -4.778 0.105 0.217  0.002
H: -3.471 0.500 -0.936  0.006
H: -1.827 2.265 -0.395  -0.107
H: -1.342 4.267 1.012  0.001
H: -2.788 4.706 3.011  0.000
H: -4.631 3.124 3.513  0.000
H: -3.153 -4.598 -0.796  0.000
H: -1.255 -6.200 -0.583  0.000
H: 0.922 -5.356 0.327  0.000
H: 1.088 -2.969 0.975  0.010
O: -0.056 1.888 -4.723  0.000
C: -0.241 0.565 -4.849  -0.002
C: -0.082 -0.008 -6.113  0.001
C: -0.258 -1.365 -6.287  -0.001
C: -0.588 -2.186 -5.210  0.000
C: -0.739 -1.621 -3.959  -0.002
C: -0.579 -0.251 -3.757  -0.005
C: -0.738 0.336 -2.396  -0.004
O: -0.595 1.568 -2.230  -0.017
O: -1.026 -0.474 -1.455  0.059
H: -0.202 2.086 -3.763  0.000
H: 0.181 0.640 -6.939  0.000
H: -0.132 -1.794 -7.273  0.000
H: -0.713 -3.252 -5.351  0.000
H: -0.973 -2.233 -3.097  0.000
C: 2.241 4.875 1.188  -0.004
C: 2.916 3.894 1.899  0.001
C: 2.697 2.551 1.614  -0.013
C: 1.795 2.149 0.625  -0.055
C: 1.117 3.158 -0.072  -0.015
C: 1.343 4.501 0.196  0.003
Si: 1.416 0.317 0.249  -0.041
C: 2.128 -0.027 -1.474  0.005
C: 2.316 -1.354 -1.872  -0.016
C: 2.772 -1.678 -3.140  0.000
C: 3.043 -0.670 -4.056  -0.003
C: 2.870 0.654 -3.685  0.001
C: 2.424 0.969 -2.407  -0.007
C: 2.603 -0.647 1.404  -0.021
C: 2.185 -1.305 2.564  0.002
C: 3.079 -1.977 3.391  -0.004
C: 4.428 -2.008 3.071  0.000
C: 4.871 -1.368 1.920  -0.001
C: 3.969 -0.700 1.104  0.001
H: 2.415 5.922 1.400  0.000
H: 3.623 4.173 2.671  0.000
H: 3.248 1.803 2.175  0.000
H: 0.402 2.881 -0.842  -0.002
H: 0.818 5.260 -0.373  0.000
H: 2.100 -2.158 -1.175  0.001
H: 2.899 -2.716 -3.422  0.000
H: 3.380 -0.917 -5.055  0.000
H: 3.072 1.447 -4.394  0.000
H: 2.295 2.011 -2.141  -0.001
H: 1.132 -1.312 2.824  0.002
H: 2.720 -2.478 4.282  0.000
H: 5.129 -2.530 3.709  0.000
H: 5.922 -1.391 1.658  0.000
H: 4.333 -0.212 0.206  0.000

Force components x, y, z for each atom (eV/Å):
0.04 0.13 -0.01
0.01 -0.01 0.00
0.00 0.07 0.02
0.00 0.01 0.00
0.00 0.02 -0.02
-0.01 0.01 0.00
-0.01 0.01 0.01
0.01 0.00 0.00
0.00 -0.02 0.01
-0.01 0.01 -0.06
-0.01 -0.04 0.03
-0.01 -0.05 -0.01
0.01 0.02 0.01
0.01 0.01 -0.01
0.00 -0.01 0.00
0.00 0.00 0.00
0.01 -0.01 0.01
0.00 0.01 0.00
0.00 0.01 0.00
0.01 0.00 0.00
0.00 -0.01 -0.01
0.00 0.02 -0.01
-0.03 -0.01 0.02
0.00 0.00 -0.01
0.00 0.00 0.00
-0.01 0.00 0.00
0.00 0.00 0.00
0.00 0.00 0.00
0.00 0.00 0.00
0.00 0.00 0.00
0.00 0.01 0.00
0.00 -0.01 -0.01
0.00 0.00 0.00
0.01 -0.03 0.01
-0.01 -0.01 0.00
0.00 0.00 0.00
0.00 0.00 -0.01
0.00 0.00 0.00
0.00 0.00 0.00
0.00 0.00 0.00
0.01 0.02 0.01
-0.02 0.00 -0.02
-0.03 0.01 0.02
0.00 0.00 0.01
0.02 0.01 -0.01
0.02 -0.01 0.01
0.01 0.01 0.00
-0.05 0.02 0.00
-0.02 0.10 0.10
-0.16 -0.05 -0.03
0.10 -0.16 -0.08
0.00 0.00 0.01
0.00 0.00 0.00
0.00 0.00 0.00
0.00 0.00 0.00
0.01 -0.01 0.00
0.01 0.00 0.00
-0.01 0.01 0.00
0.01 0.00 -0.02
-0.02 0.00 0.06
-0.07 0.01 -0.03
0.03 0.00 0.02
-0.04 -0.03 -0.05
0.04 -0.03 0.01
0.00 -0.01 0.00
-0.03 -0.01 -0.04
-0.01 -0.02 0.00
0.05 0.02 0.03
0.07 -0.01 0.00
0.01 0.01 -0.03
0.00 -0.02 -0.02
-0.01 0.01 0.01
0.00 0.00 -0.01
0.00 0.00 0.01
0.00 0.01 -0.01
0.00 0.00 0.00
0.00 0.00 0.00
0.00 -0.01 0.00
0.09 0.02 0.07
0.00 0.01 -0.01
-0.01 -0.01 0.02
0.00 0.00 0.00
0.00 0.00 0.00
-0.01 0.00 0.00
0.00 -0.02 0.00
-0.01 -0.01 0.00
0.00 0.00 0.00
0.00 0.00 0.00
0.00 0.00 0.00
0.00 0.00 0.00

Here is a 8-piece molecular cluster, C43H38F7NO2 overall at a distorted geometry from OMol25. Energies are from the ωB97M-V functional and the def2-TZVPD basis.

Computed properties:
Net charge ... 0
Calculated total energy ... -2565.459974 Eh
HOMO energy ... -9.13 eV
SMILES ... C[N+](=O)[O-].Fc1ccccc1.Fc1ccccc1.Fc1ccccc1.Fc1ccccc1.Fc1ccccc1.Fc1ccccc1.Fc1ccccc1

Last column: Löwdin charge in e.
Cartesian coordinates (Å):
C: 0.234 -17.206 -14.900  0.055
N: -0.535 -18.525 -14.909  -0.425
O: -1.594 -18.687 -14.338  0.061
O: -0.052 -19.494 -15.462  0.042
H: -0.391 -16.444 -15.364  0.095
H: 1.186 -17.217 -15.431  0.082
H: 0.376 -16.893 -13.866  0.097
F: 4.696 -18.705 -24.357  0.037
C: 3.608 -19.505 -24.579  -0.253
C: 2.395 -19.284 -23.948  -0.037
C: 1.322 -20.108 -24.180  -0.074
C: 1.428 -21.175 -25.097  -0.104
C: 2.604 -21.439 -25.749  -0.073
C: 3.721 -20.590 -25.455  0.002
H: 2.292 -18.484 -23.231  0.099
H: 0.439 -19.886 -23.600  0.104
H: 0.587 -21.850 -25.167  0.099
H: 2.560 -22.206 -26.508  0.102
H: 4.635 -20.774 -26.000  0.107
F: 0.425 -10.707 -15.044  0.022
C: 1.060 -11.428 -16.056  -0.238
C: 1.364 -12.774 -15.903  -0.022
C: 2.151 -13.417 -16.842  -0.092
C: 2.423 -12.783 -18.033  -0.090
C: 1.931 -11.511 -18.258  -0.078
C: 1.295 -10.827 -17.266  -0.037
H: 1.228 -13.322 -14.982  0.108
H: 2.520 -14.430 -16.781  0.099
H: 2.886 -13.359 -18.820  0.093
H: 2.073 -10.961 -19.177  0.110
H: 0.937 -9.809 -17.313  0.123
F: 6.438 -19.913 -21.895  0.069
C: 7.084 -20.995 -22.301  -0.295
C: 6.966 -22.253 -21.671  -0.036
C: 7.522 -23.387 -22.179  -0.096
C: 8.272 -23.287 -23.376  -0.068
C: 8.486 -21.999 -23.996  -0.052
C: 7.842 -20.900 -23.428  -0.034
H: 6.343 -22.382 -20.799  0.109
H: 7.387 -24.315 -21.643  0.103
H: 8.660 -24.172 -23.858  0.088
H: 9.198 -21.948 -24.806  0.098
H: 8.050 -19.925 -23.842  0.115
F: 5.579 -16.437 -18.475  0.024
C: 6.698 -17.227 -18.647  -0.238
C: 6.574 -18.642 -18.712  -0.002
C: 7.760 -19.454 -18.705  -0.067
C: 8.996 -18.839 -18.826  -0.117
C: 9.082 -17.491 -18.961  -0.108
C: 7.958 -16.622 -18.861  -0.003
H: 5.652 -19.188 -18.577  0.093
H: 7.642 -20.525 -18.634  0.099
H: 9.844 -19.505 -18.883  0.106
H: 10.031 -16.979 -19.008  0.105
H: 7.901 -15.551 -18.987  0.115
F: 1.909 -15.026 -20.398  0.025
C: 2.208 -16.283 -19.923  -0.253
C: 1.544 -16.805 -18.787  -0.036
C: 1.776 -18.100 -18.417  -0.076
C: 2.621 -18.932 -19.201  -0.082
C: 3.323 -18.414 -20.271  -0.087
C: 3.123 -17.060 -20.631  -0.013
H: 0.790 -16.205 -18.301  0.112
H: 1.359 -18.601 -17.556  0.083
H: 2.878 -19.920 -18.850  0.102
H: 3.976 -19.092 -20.800  0.097
H: 3.601 -16.642 -21.505  0.108
F: -3.841 -14.732 -23.220  0.075
C: -3.088 -15.556 -22.499  -0.310
C: -3.687 -16.393 -21.610  -0.037
C: -2.963 -17.247 -20.812  -0.066
C: -1.564 -17.194 -20.907  -0.098
C: -0.948 -16.277 -21.722  -0.083
C: -1.699 -15.454 -22.574  0.010
H: -4.750 -16.256 -21.477  0.120
H: -3.424 -17.873 -20.062  0.105
H: -0.959 -17.793 -20.242  0.092
H: 0.130 -16.295 -21.787  0.087
H: -1.269 -14.730 -23.250  0.115
F: 9.192 -15.208 -25.769  0.052
C: 8.482 -15.709 -24.735  -0.280
C: 9.196 -16.192 -23.578  0.008
C: 8.482 -16.758 -22.538  -0.093
C: 7.121 -16.815 -22.619  -0.103
C: 6.440 -16.224 -23.682  -0.072
C: 7.149 -15.665 -24.748  -0.031
H: 10.265 -16.150 -23.728  0.110
H: 9.033 -17.130 -21.687  0.091
H: 6.525 -17.210 -21.810  0.090
H: 5.360 -16.215 -23.693  0.094
H: 6.532 -15.179 -25.490  0.121

Force components x, y, z for each atom (eV/Å):
-0.73 0.46 0.20
-0.08 -1.79 0.08
-0.11 2.12 0.53
1.51 0.62 -0.89
-0.24 -0.24 -0.01
-0.25 -0.77 0.06
-0.07 -0.35 -0.01
-0.90 -0.52 -0.05
0.10 -1.29 -0.84
0.60 0.73 0.47
0.29 -0.56 -0.48
-0.85 0.36 1.38
0.63 1.69 0.66
-0.51 -0.36 -0.71
0.09 0.18 0.03
-0.29 -0.31 -0.21
-0.15 0.03 -0.37
0.75 -0.12 0.06
0.25 0.16 0.15
0.80 -1.05 -1.26
-0.81 -0.64 0.75
0.87 -0.12 1.52
-0.28 0.21 -0.93
-0.26 -0.17 -0.77
0.60 0.35 -0.72
-0.80 1.11 1.42
-0.48 0.33 0.30
-0.21 -0.14 0.63
0.28 0.24 -0.08
0.17 -0.33 -0.29
0.14 0.17 -0.56
-0.39 0.36 0.75
0.14 -2.28 -0.11
-1.24 1.61 0.75
1.27 0.10 -1.83
-0.13 1.41 -0.24
-0.77 -2.45 2.03
1.46 0.56 -1.16
-0.08 0.40 0.23
0.02 -0.14 -0.21
0.23 -0.05 0.12
-0.29 0.30 -0.21
-0.29 0.23 -0.10
1.12 -0.83 -0.27
0.46 -0.98 -0.77
1.46 -0.09 1.14
-1.82 1.87 -0.40
-0.40 -1.71 -0.15
-0.52 2.90 0.50
-1.49 -1.80 0.19
-0.35 0.48 -0.09
0.11 -0.04 -0.06
0.38 0.32 0.10
0.27 -0.21 -0.31
0.76 0.11 0.14
0.28 -1.00 0.65
0.08 -0.78 -0.03
-0.13 1.19 -1.01
1.05 -1.76 -0.74
0.30 1.02 0.86
-0.69 0.76 0.18
-0.48 -0.30 0.05
0.08 0.20 0.17
-0.46 0.42 0.18
-0.36 -0.22 -0.05
0.23 0.32 -0.32
0.13 0.09 -0.02
-0.44 0.39 -0.50
1.96 0.31 0.21
-1.44 -0.19 0.58
1.24 0.26 0.03
-0.72 -0.26 0.87
-0.03 0.16 -1.30
-0.47 -0.34 0.33
-0.23 -0.35 -0.10
-0.17 -0.07 -0.13
0.06 -0.22 -0.05
0.08 0.31 0.06
0.18 -0.04 0.00
0.00 -0.08 0.16
2.45 -0.31 1.85
-0.78 0.45 -2.69
1.66 0.22 -0.35
-1.95 0.56 0.01
0.75 -0.44 0.42
-2.74 0.08 0.19
0.20 -0.12 0.68
-0.15 -0.14 0.12
0.12 -0.23 0.14
-0.02 0.01 -0.03
0.46 0.00 -0.50